C8H11N2O | ωB97M-V with the def2-TZVPD basis set

Positions of all 22 atoms, in Å:
C1 0.62154 1.87071 -0.20235
C2 0.35256 0.75860 -0.98120
C3 -0.07696 -0.38296 -0.29677
C4 -0.25601 -0.38623 1.06062
C5 -0.03641 0.82307 1.81214
C6 -0.45626 0.84740 3.11868
C7 -0.62127 -1.83458 -1.13921
C8 0.65928 0.89206 -2.41174
N1 0.36828 1.96230 1.10964
N2 -0.65728 -2.97259 -0.56007
O1 -0.40728 -1.51952 1.73778
H1 0.95284 2.77165 -0.61936
H2 -0.26211 1.59515 3.78674
H3 -0.85320 -0.12852 3.47752
H4 -1.07146 -1.75046 -2.13026
H5 0.75413 1.94336 -2.67885
H6 -0.00566 0.40090 -3.14245
H7 1.74241 0.62262 -2.53914
H8 0.80014 2.69973 1.58682
H9 -0.14307 -3.10034 0.37898
H10 -0.50972 -1.35533 2.72140
H11 -1.11111 -3.86557 -0.67325

E_HOMO: -10.491 eV
strongest force on any atom: 0.10101 Eh/bohr
net charge: +1
energy above the lowest of the compared OMol25 structures with the same formula, charge and spin: 369.6 kJ/mol
SMILES: C=C1NC=C(C)C(C=[NH2+])=C1O

C25H39F13IO9P2S2 | ωB97M-V with the def2-TZVPD basis set

Positions of all 91 atoms, in Å:
C1 -7.11129 -2.85311 -0.77128
C2 -6.54839 -3.49142 0.51003
O1 -5.22779 -2.92938 0.71321
P1 -4.18088 -3.77482 1.61069
O2 -3.95517 -3.07465 2.89151
C3 -2.59416 -3.73317 0.69871
C4 -1.46338 -3.20960 1.61789
C5 -0.19472 -2.96894 0.73077
P2 0.68090 -1.40635 1.10501
I1 0.23615 0.08958 -0.75054
C6 2.47520 -1.79556 1.22122
C7 2.92884 -2.36083 -0.16378
C8 4.38757 -2.02636 -0.46487
F1 4.83967 -2.86255 -1.40819
F2 5.08077 -2.30643 0.66243
C9 4.65809 -0.53005 -0.83334
F3 3.58525 0.23443 -0.58447
F4 5.61984 -0.07946 -0.00794
C10 5.20441 -0.26343 -2.26364
F5 5.44133 1.05188 -2.33119
F6 6.38618 -0.86667 -2.41173
C11 4.27864 -0.73171 -3.42369
F7 3.04713 -0.97833 -2.92253
F8 4.71548 -1.87174 -3.96349
C12 4.14977 0.28507 -4.58750
F9 5.34821 0.70420 -4.97494
F10 3.41884 1.31930 -4.14885
C13 3.43046 -0.29980 -5.84996
F11 4.29925 -0.95127 -6.59657
F12 2.38964 -1.05396 -5.54707
F13 2.97888 0.73484 -6.55914
C14 0.09593 -0.60757 2.66620
C15 -0.79811 0.62432 2.43519
O3 -0.32483 1.71264 2.57102
O4 -2.08910 0.42064 2.11869
O5 -4.71447 -5.27091 1.92476
C16 -4.16343 -6.35355 1.16350
C17 -4.43431 -6.29737 -0.35489
H1 -8.01660 -3.37203 -1.08356
H2 -6.35566 -3.00928 -1.54877
H3 -7.25339 -1.78063 -0.65751
H4 -6.53141 -4.56654 0.35017
H5 -7.18563 -3.19772 1.34388
H6 -2.71734 -2.99439 -0.10257
H7 -2.29638 -4.65966 0.20437
H8 -1.22004 -3.99372 2.33175
H9 -1.84244 -2.30650 2.08772
H10 0.46794 -3.82988 0.85748
H11 -0.48906 -2.98184 -0.32063
H12 3.04567 -0.90219 1.47000
H13 2.57315 -2.57609 1.97626
H14 2.24809 -2.10665 -0.97515
H15 2.90039 -3.44944 -0.07321
H16 -0.46281 -1.31736 3.27978
H17 0.96454 -0.19471 3.17798
H18 -2.32737 0.93103 1.32040
H19 -3.08245 -6.40746 1.33103
H20 -4.55078 -7.29897 1.53941
H21 -3.54706 -6.65186 -0.88515
H22 -4.65439 -5.29421 -0.72901
H23 -5.26525 -6.94839 -0.62443
C18 -0.97472 4.65812 -0.59095
C19 -2.05564 5.15393 -1.56015
C20 -3.19173 4.11650 -1.53088
S1 -3.13591 3.36426 0.10049
O6 -2.76665 1.96192 -0.04074
O7 -4.29646 3.75232 0.85695
C21 -1.70851 4.25333 0.67936
H24 -0.23017 5.41504 -0.38365
H25 -0.46803 3.78894 -1.01258
H26 -2.42753 6.12626 -1.23121
H27 -1.66867 5.27816 -2.57034
H28 -4.17131 4.56465 -1.67607
H29 -3.03333 3.32896 -2.26590
H30 -1.12753 3.60331 1.32319
H31 -2.05480 5.12426 1.23662
C22 4.32621 5.23951 2.35077
C23 3.31691 4.61307 3.32352
C24 1.92603 4.75108 2.69037
S2 2.18843 4.76421 0.91501
O8 1.81997 6.06121 0.40576
O9 1.62868 3.56780 0.33434
C25 3.97357 4.69068 0.97259
H32 5.35333 5.00132 2.62192
H33 4.21935 6.32601 2.35773
H34 3.55529 3.55618 3.46828
H35 3.35011 5.09160 4.30081
H36 1.26927 3.92106 2.94108
H37 1.45403 5.69321 2.96342
H38 4.38775 5.27009 0.15075
H39 4.26393 3.64363 0.87799

E_HOMO: -12.322 eV
strongest force on any atom: 0.04915 Eh/bohr
net charge: +1

C23H63ClN9O15 | ωB97M-V with the def2-TZVPD basis set

Positions of all 111 atoms, in Å:
Cl1 -2.96650 37.40545 30.37773
O1 -1.73488 38.03887 30.60806
O2 -3.98795 38.37904 30.54598
O3 -2.92808 36.87523 29.01188
O4 -3.08860 36.39505 31.36016
C1 -1.82257 36.53527 25.25824
O5 -1.93255 36.67062 24.09772
N1 -0.91352 36.88722 26.07925
N2 -2.64785 35.89537 26.02859
H1 -0.16998 37.51528 25.80947
H2 -0.95788 36.78659 27.08325
H3 -2.51360 35.92056 27.02932
H4 -3.39846 35.34710 25.63352
C2 -2.45199 40.52898 27.39980
O6 -2.42168 41.41966 26.57283
N3 -3.09472 39.38449 27.32693
N4 -1.80940 40.49804 28.57946
H5 -3.05803 38.88858 28.20603
H6 -3.39566 39.03772 26.42733
H7 -2.01976 39.74202 29.21529
H8 -0.98104 41.07112 28.65357
C3 -3.82524 39.80660 34.68498
O7 -4.36517 40.95637 34.58686
N5 -3.45221 39.35554 35.83419
N6 -3.66683 38.89539 33.71215
H9 -3.04088 38.44873 36.00331
H10 -3.54962 40.09882 36.51105
H11 -4.08403 38.91053 32.79247
H12 -3.40472 37.99545 34.08831
C4 0.93088 41.28862 36.68469
O8 0.61489 41.19897 35.24802
C5 0.06598 40.05444 34.77842
C6 -0.21749 40.28433 33.28028
N7 0.97636 40.67484 32.59943
C7 0.69146 41.04019 31.16238
C8 2.15612 41.06361 30.55194
O9 2.03233 41.28102 29.09405
C9 2.01203 42.62711 28.57547
H13 0.15279 41.93464 37.09130
H14 1.86544 41.77268 36.96822
H15 0.84564 40.29545 37.12566
H16 -0.82115 39.76790 35.34320
H17 0.62448 39.13276 34.94179
H18 -1.07793 40.95336 33.29262
H19 -0.55778 39.39124 32.75616
H20 1.34242 41.46937 33.10424
H21 0.26799 42.04453 31.15345
H22 0.03102 40.25579 30.79273
H23 2.73716 40.14160 30.53173
H24 2.88884 41.67952 31.07337
H25 2.00219 42.62024 27.48554
H26 2.86121 43.20814 28.93520
H27 1.25173 43.30209 28.96849
C10 -10.43943 36.63801 25.43595
O10 -10.53010 38.10034 25.59465
C11 -9.54711 38.67895 26.47753
C12 -8.02875 38.52413 26.05626
N8 -7.25549 39.02830 27.24227
C13 -6.07045 38.27890 27.66750
C14 -6.45276 37.04477 28.56568
O11 -7.10633 36.11912 27.83384
C15 -7.85084 35.12850 28.55600
H28 -9.57241 36.25499 24.89774
H29 -11.26164 36.18120 24.88514
H30 -10.37508 36.21856 26.43995
H31 -9.79207 38.28872 27.46537
H32 -9.78756 39.73880 26.56115
H33 -7.77306 39.07973 25.15403
H34 -7.88712 37.50266 25.70320
H35 -7.95626 39.28028 27.92456
H36 -5.52232 38.92465 28.35355
H37 -5.39759 37.97110 26.86711
H38 -7.03876 37.32663 29.44047
H39 -5.56751 36.55479 28.97107
H40 -7.26606 34.55611 29.27606
H41 -8.26008 34.37850 27.87915
H42 -8.66673 35.66768 29.03737
C16 -7.23489 39.78389 31.28632
O12 -8.62600 39.77291 31.33712
C17 -9.24322 39.30594 32.53647
C18 -10.78665 39.26259 32.28983
N9 -11.22219 40.65271 32.09029
C19 -12.60571 40.70785 31.58377
C20 -12.74438 40.53398 29.99824
O13 -12.74436 41.71802 29.15521
C21 -12.92268 41.62199 27.77978
H43 -6.83117 38.77146 31.27755
H44 -6.86169 40.25354 32.19640
H45 -6.93264 40.40435 30.44265
H46 -9.11027 40.04651 33.32513
H47 -8.80245 38.43766 33.02627
H48 -11.33631 38.90784 33.16169
H49 -11.04830 38.62417 31.44600
H50 -10.49961 40.96158 31.45581
H51 -13.12260 41.58293 31.97767
H52 -13.19061 39.94393 32.09604
H53 -13.64954 40.00013 29.70875
H54 -11.96686 39.95745 29.49707
H55 -12.80144 42.66582 27.49028
H56 -13.94028 41.32077 27.53106
H57 -12.12669 40.99208 27.38266
C22 0.93558 35.12563 30.76083
C23 2.06177 35.11624 29.62281
O14 2.18536 33.85532 28.97075
O15 -0.28522 34.52479 30.31353
H58 0.81192 36.13181 31.16134
H59 1.24593 34.50420 31.60084
H60 2.99704 35.50973 30.02098
H61 1.74492 35.79259 28.82892
H62 2.67453 33.22797 29.50810
H63 -0.96956 35.12706 30.61444

E_HOMO: -6.152 eV
strongest force on any atom: 0.17027 Eh/bohr
net charge: -1

C11H34IN5O8P3 | ωB97M-V with the def2-TZVPD basis set

Positions of all 62 atoms, in Å:
N1 -3.03358 -4.33916 -2.21766
P1 -2.20644 -3.75089 -1.07477
N2 -0.52587 -3.46988 -1.49032
C1 0.10338 -2.31327 -1.06131
N3 0.53808 -2.17089 0.15185
P2 1.37119 -0.65408 0.82235
O1 1.88317 -1.39413 2.16378
O2 2.66270 -0.59462 -0.12170
N4 0.26634 -1.18258 -1.88056
I1 1.65253 -1.44289 -3.37063
C2 -1.02864 -0.63748 -2.39584
C3 -1.67614 0.34816 -1.40260
O3 -3.04018 0.04717 -1.15818
P3 0.30338 -5.07725 -1.34400
N5 1.73668 -4.63007 -2.12515
O4 0.92828 -5.06064 0.18243
H1 -3.46898 -5.23825 -2.06092
H2 -2.12900 -4.45905 0.14526
H3 -2.50237 -2.43077 -0.71314
H4 0.40571 -2.95010 0.78825
H5 2.38361 -2.21511 2.04455
H6 2.98731 -1.40150 -0.54631
H7 -0.80331 -0.11657 -3.32142
H8 -1.73635 -1.43267 -2.64459
H9 -1.64641 1.34077 -1.85314
H10 -1.10603 0.41082 -0.47277
H11 -3.15129 -0.32471 -0.28059
H12 2.25118 -5.47052 -2.38253
H13 1.51980 -4.16037 -3.00190
H14 0.25052 -5.24225 0.84833
C4 -1.86794 6.38842 -5.45941
O5 -3.05158 5.61123 -5.47631
C5 -2.85321 4.26543 -5.86078
C6 -2.82616 3.33590 -4.66636
O6 -1.71627 3.58613 -3.81442
C7 -2.04178 4.37198 -2.68109
H15 -2.09587 7.31119 -4.92932
H16 -1.05267 5.87206 -4.94628
H17 -1.54892 6.63674 -6.47686
H18 -1.92912 4.15999 -6.43933
H19 -3.68973 3.97794 -6.50462
H20 -2.74146 2.30472 -5.02378
H21 -3.76304 3.42504 -4.10695
H22 -2.58207 3.76953 -1.94038
H23 -2.65308 5.23974 -2.93495
H24 -1.10748 4.71714 -2.24067
C8 2.25149 1.58827 6.52848
O7 1.52644 0.43043 6.15013
C9 2.16327 -0.34873 5.15674
C10 2.88357 -1.54454 5.74579
O8 3.96580 -1.16758 6.56901
C11 3.67780 -1.20706 7.95724
H25 1.80056 1.96653 7.44363
H26 3.30356 1.36181 6.71457
H27 2.18270 2.36137 5.75566
H28 2.86621 0.26068 4.57735
H29 1.38476 -0.70900 4.48100
H30 3.29575 -2.14508 4.92555
H31 2.17291 -2.16894 6.29880
H32 3.65659 -2.23940 8.32105
H33 2.72309 -0.72740 8.18355
H34 4.47663 -0.67180 8.46619

E_HOMO: -10.961 eV
strongest force on any atom: 0.01530 Eh/bohr
net charge: +1
energy above the lowest of the compared OMol25 structures with the same formula, charge and spin: 0.0 kJ/mol

C7H21NO2 | ωB97M-V with the def2-TZVPD basis set

Positions of all 31 atoms, in Å:
C1 1.17464 -1.91075 0.38999
N1 1.45512 -0.56247 0.84553
C2 1.20741 0.45571 -0.15494
C3 1.00702 1.84625 0.42140
C4 0.88408 2.80414 -0.78920
C5 -0.24847 1.97599 1.27664
C6 -0.28665 -2.31221 0.16723
C7 -1.14336 -2.09393 1.40615
H1 1.61527 -2.59243 1.12822
H2 1.77258 -2.09348 -0.51127
H3 0.92653 -0.36266 1.67981
H4 0.35281 0.16203 -0.79759
H5 2.04877 0.51570 -0.86163
H6 1.90562 2.19198 0.92021
H7 1.87646 3.09554 -1.15608
H8 0.49783 3.78252 -0.50314
H9 0.31463 2.31974 -1.58068
H10 -0.29157 2.96512 1.72150
H11 -1.11678 1.91650 0.60070
H12 -0.34745 1.20233 2.03098
H13 -0.26108 -3.38211 -0.02556
H14 -0.66946 -1.76604 -0.70764
H15 -2.19952 -2.22205 1.24830
H16 -0.93051 -1.15614 1.91411
H17 -0.81680 -2.79149 2.18497
H18 1.21208 -1.04180 -3.23817
H19 -0.18418 -1.66939 -2.97806
O1 0.29291 -1.00556 -3.51494
H20 -3.40100 0.10406 0.22522
H21 -2.92231 0.86524 -0.93528
O2 -3.72461 0.75967 -0.40676

E_HOMO: -8.875 eV
strongest force on any atom: 0.02620 Eh/bohr
net charge: 0
energy above the lowest of the compared OMol25 structures with the same formula, charge and spin: 5.5 kJ/mol
SMILES: CCCNCC(C)C.O.O

AsF6H20O10 | ωB97M-V with the def2-TZVPD basis set

Positions of all 37 atoms, in Å:
As1 -0.19299 -0.30587 -0.39733
F1 0.23686 1.44141 -0.75561
F2 1.53954 -0.70288 -0.02739
F3 -0.81280 -1.99177 0.11166
F4 -1.88368 0.21463 -0.66108
F5 0.08863 -0.89030 -2.09748
F6 -0.34951 0.17504 1.32004
O1 0.69951 -2.21671 2.57276
H1 0.30007 -1.86048 3.36634
H2 0.16971 -1.86350 1.85807
O2 0.80877 2.18526 -3.55571
H3 0.87432 1.32199 -3.14741
H4 0.15463 2.64895 -3.03291
O3 1.22706 -3.53475 -2.21937
H5 1.05356 -2.59421 -2.18051
H6 2.00485 -3.65799 -1.67524
O4 -3.27102 2.37484 0.93619
H7 -2.88334 1.52598 0.72317
H8 -4.03326 2.16220 1.47470
O5 3.08456 -0.11236 -2.41806
H9 3.36523 -0.90340 -2.87817
H10 2.58377 -0.43534 -1.66898
O6 0.02876 4.02425 -1.45564
H11 -0.81465 4.44860 -1.29809
H12 -0.08890 3.13004 -1.13505
O7 1.56752 1.48827 3.03675
H13 0.74965 1.19528 2.63491
H14 2.22687 1.36937 2.35312
O8 -2.06056 1.26673 3.85010
H15 -2.05892 2.10283 4.31612
H16 -2.08358 1.50814 2.92413
O9 -3.90129 -1.30313 -1.76950
H17 -3.44980 -1.77067 -2.47221
H18 -3.30998 -0.58639 -1.53955
O10 3.16983 -3.14125 1.58478
H19 2.89481 -4.05761 1.55530
H20 2.36570 -2.65509 1.76716

E_HOMO: -8.010 eV
strongest force on any atom: 0.05962 Eh/bohr
net charge: -1
energy above the lowest of the compared OMol25 structures with the same formula, charge and spin: 88.6 kJ/mol

C4H13NO2 | ωB97M-V with the def2-TZVPD basis set

Positions of all 20 atoms, in Å:
N1 -0.70527 -0.26534 -0.40469
C1 -0.53797 0.57500 -1.60558
C2 0.63462 1.48004 -1.24420
C3 0.79403 1.40021 0.27106
C4 -0.41157 0.66938 0.79017
H1 -1.47680 -0.89617 -0.25607
H2 -0.34755 -0.04578 -2.48616
H3 -1.43162 1.18051 -1.74520
H4 1.54615 1.15012 -1.72979
H5 0.52748 2.56166 -1.46687
H6 1.64478 0.74471 0.48732
H7 1.00569 2.41596 0.63041
H8 -0.29821 0.02498 1.66317
H9 -1.28453 1.33926 0.91789
H10 2.84241 -1.47508 0.19410
H11 1.38468 -1.25339 -0.26489
O1 2.31029 -1.20572 -0.55708
H12 -2.17723 -3.56955 2.42063
H13 -1.68052 -2.12162 2.37857
O2 -2.33887 -2.70917 2.00721

E_HOMO: -8.740 eV
strongest force on any atom: 0.05434 Eh/bohr
net charge: 0
energy above the lowest of the compared OMol25 structures with the same formula, charge and spin: 74.7 kJ/mol
SMILES: C1CCNC1.O.O

C18H18N3Sb2Se4Zn | ωB97M-V with the def2-TZVPD basis set

Positions of all 46 atoms, in Å:
Zn1 -0.02180 0.35240 -0.01110
C1 -2.79540 0.85420 -2.10300
C2 -2.70400 -0.49290 -1.47950
C3 -3.70610 -1.42230 -1.74130
C4 -3.65580 -2.68270 -1.18260
C5 -2.58040 -2.98190 -0.36100
C6 -1.61580 -2.01500 -0.13280
N1 -1.67030 -0.79800 -0.67730
Sb1 0.01990 -2.69820 1.13700
C7 0.02400 -1.01930 2.52220
C8 0.02760 -1.37350 3.86120
C9 0.03260 -0.37630 4.82250
C10 0.04300 0.93620 4.39590
C11 0.04650 1.22110 3.03660
C12 0.04520 2.63050 2.57620
N2 0.03140 0.24820 2.11340
C13 1.63140 -1.98040 -0.14260
C14 2.62370 -2.91930 -0.37200
C15 3.68770 -2.59050 -1.19460
C16 3.70200 -1.32940 -1.75500
C17 2.67350 -0.42870 -1.49020
C18 2.71930 0.92340 -2.10720
N3 1.65080 -0.76270 -0.68750
H1 -3.66640 0.91400 -2.74660
H2 -2.88050 1.63140 -1.34310
H3 -1.91250 1.07310 -2.70270
H4 -4.52250 -1.14050 -2.38680
H5 -4.42900 -3.41120 -1.37770
H6 -2.48390 -3.95260 0.10630
H7 0.02490 -2.41910 4.13420
H8 0.02880 -0.61960 5.87270
H9 0.04570 1.74840 5.10320
H10 0.04000 3.31860 3.41810
H11 0.92570 2.82980 1.96380
H12 -0.85230 2.80310 1.98180
H13 2.55420 -3.89170 0.09760
H14 4.48170 -3.29780 -1.38960
H15 4.50910 -1.02480 -2.40140
H16 3.58040 1.01050 -2.76080
H17 1.82230 1.11940 -2.69390
H18 2.79210 1.69790 -1.34290
Se1 -1.08250 5.94920 -2.35870
Sb2 -0.07140 4.95820 -0.33290
Se2 -1.33390 5.68330 1.66050
Se3 2.29800 5.65140 -0.23110
Se4 -0.09770 2.35920 -0.89680

E_HOMO (spin up / spin down): -10.280 / -10.237 eV
strongest force on any atom: 0.07339 Eh/bohr
net charge: +1
energy above the lowest of the compared OMol25 structures with the same formula, charge and spin: 76.6 kJ/mol

- Which of these has the lowest strongest force on any atom?
  C11H34IN5O8P3

- The highest strongest force on any atom belongs to which entry?
  C23H63ClN9O15